79
Properties=species:S:1:pos:R:3 method="wB97M-V/def2-TZVPD" mol_weight_g_mol=562.546 e_tot_ha=-4168.46578 smiles="C#CCCC[C@H]1NC(=O)[C@@](C#C)(CC=O)[C@@H]1Br.COCCNCCOC.COCCNCCOC"
C 2.60 3.67 -0.55
C 2.81 3.07 -1.57
C 2.84 2.15 -2.73
C 2.37 2.81 -4.03
C 0.85 3.13 -4.10
C -0.04 2.48 -3.03
N -1.29 3.33 -2.94
C -2.45 2.55 -2.88
O -3.57 2.91 -3.11
C -1.97 1.12 -2.51
C -1.68 1.17 -1.06
C -1.23 1.42 0.03
C -2.97 0.01 -2.86
C -3.94 -0.30 -1.71
O -3.72 -1.12 -0.87
C -0.69 1.13 -3.38
Br 0.38 -0.48 -3.24
H 2.53 4.09 0.42
H 2.32 1.23 -2.50
H 3.89 1.87 -2.87
H 2.91 3.75 -4.16
H 2.62 2.15 -4.86
H 0.42 2.88 -5.07
H 0.74 4.21 -3.97
H 0.34 2.50 -2.01
H -1.43 3.96 -3.73
H -0.96 1.67 1.03
H -2.46 -0.93 -3.09
H -3.58 0.31 -3.72
H -4.88 0.28 -1.72
H -1.07 1.17 -4.41
C -6.37 1.97 5.91
O -5.46 0.99 6.37
C -5.70 -0.32 5.88
C -4.61 -0.76 4.91
N -4.68 -0.01 3.67
C -3.53 -0.20 2.78
C -2.16 0.23 3.28
O -1.99 1.63 3.42
C -2.45 2.18 4.64
H -6.19 2.87 6.48
H -6.23 2.19 4.85
H -7.41 1.65 6.08
H -6.69 -0.39 5.41
H -5.69 -1.00 6.74
H -4.74 -1.82 4.69
H -3.65 -0.63 5.43
H -4.76 0.98 3.88
H -3.74 0.36 1.86
H -3.49 -1.26 2.50
H -1.43 -0.07 2.51
H -1.86 -0.29 4.20
H -2.33 1.48 5.47
H -3.49 2.50 4.57
H -1.85 3.07 4.84
C 6.46 -4.50 -2.88
O 5.16 -4.83 -2.42
C 5.09 -5.21 -1.05
C 4.37 -4.16 -0.23
N 5.16 -2.94 -0.11
C 4.45 -1.81 0.47
C 3.23 -1.27 -0.27
O 3.53 -0.64 -1.51
C 3.65 -1.50 -2.62
H 6.41 -4.40 -3.96
H 6.82 -3.56 -2.45
H 7.17 -5.30 -2.63
H 6.09 -5.40 -0.65
H 4.52 -6.14 -1.01
H 4.19 -4.56 0.77
H 3.40 -3.98 -0.71
H 5.50 -2.68 -1.02
H 5.16 -0.99 0.57
H 4.14 -2.08 1.49
H 2.79 -0.48 0.35
H 2.45 -2.02 -0.41
H 3.00 -2.37 -2.54
H 4.69 -1.82 -2.76
H 3.37 -0.93 -3.51